[1]
Computed, not measured: C48H52KN6O3Sb as an isolated structure in a non-equilibrium geometry, with ωB97M-V with the def2-TZVPD basis set.

Each line ends with the Mulliken charge.
Element x y z (Å)
K (0.148, 0.021, 0.562)  1.616
O (0.286, 4.814, -0.076)  -0.912
C (0.486, 3.579, -0.031)  -0.061
N (-0.357, 2.561, -0.092)  0.400
C (-1.690, 2.736, -0.402)  0.015
C (-2.258, 3.954, -0.802)  -0.888
C (-3.559, 4.057, -1.248)  -0.551
C (-4.355, 2.927, -1.331)  -0.924
C (-3.836, 1.716, -0.932)  -0.279
C (-2.531, 1.585, -0.444)  -0.307
N (-2.143, 0.363, 0.038)  -0.790
C (-2.368, -0.729, -0.654)  0.690
O (-3.286, -2.864, -0.936)  -0.624
C (-2.487, -2.083, 0.040)  2.922
C (-3.221, -2.090, 1.335)  -1.651
C (-2.998, -3.107, 2.198)  -0.536
C (-1.964, -4.031, 1.940)  -1.440
C (-1.066, -3.691, 0.944)  0.157
N (-1.181, -2.680, 0.116)  0.059
C (1.935, 3.178, 0.113)  0.524
C (2.883, 4.205, -0.023)  -0.796
C (4.226, 3.923, 0.078)  -0.516
C (4.603, 2.611, 0.347)  -0.933
C (3.598, 1.667, 0.479)  -0.211
N (2.308, 1.925, 0.355)  0.949
H (-1.640, 4.836, -0.775)  0.429
H (-3.946, 5.022, -1.555)  0.348
H (-5.366, 2.988, -1.716)  0.327
H (-4.441, 0.820, -0.977)  0.379
H (-3.944, -1.310, 1.526)  0.352
H (-3.577, -3.197, 3.114)  0.335
H (-1.819, -4.913, 2.549)  0.338
H (-0.151, -4.272, 0.829)  0.068
H (2.511, 5.200, -0.218)  0.458
H (4.974, 4.701, -0.044)  0.361
H (5.644, 2.326, 0.429)  0.442
H (3.840, 0.635, 0.696)  0.176
C (4.684, -2.653, -3.089)  -1.701
C (4.129, -2.151, -1.766)  1.844
C (5.220, -1.505, -0.930)  -1.199
Sb (2.333, -0.782, -1.737)  -1.143
C (1.112, -1.763, -3.322)  2.202
C (1.611, -1.724, -4.757)  -1.769
C (0.805, -3.180, -2.869)  -1.127
C (3.169, 0.948, -2.896)  1.275
C (4.132, 0.712, -4.049)  -1.745
C (1.985, 1.791, -3.330)  -1.227
H (5.563, -3.283, -2.909)  0.490
H (4.985, -1.834, -3.737)  0.217
H (3.946, -3.257, -3.610)  0.306
H (3.760, -3.017, -1.212)  -0.959
H (5.556, -0.567, -1.373)  0.183
H (6.084, -2.170, -0.831)  0.442
H (4.842, -1.296, 0.067)  0.017
H (0.180, -1.194, -3.279)  -1.299
H (2.587, -2.194, -4.865)  0.194
H (1.672, -0.699, -5.113)  0.311
H (0.909, -2.252, -5.407)  0.497
H (1.709, -3.789, -2.819)  0.218
H (0.115, -3.658, -3.568)  0.468
H (0.335, -3.164, -1.886)  0.071
H (3.712, 1.501, -2.124)  -0.181
H (3.714, 0.044, -4.798)  0.248
H (5.069, 0.292, -3.690)  0.345
H (4.366, 1.663, -4.541)  0.482
H (1.369, 1.273, -4.064)  0.136
H (2.320, 2.733, -3.770)  0.497
H (1.360, 2.032, -2.475)  -0.074
C (-2.230, 1.428, -5.472)  -1.051
C (-1.471, 1.751, -4.350)  -1.108
C (-1.555, 0.990, -3.209)  0.799
C (-2.393, -0.134, -3.153)  0.820
C (-2.522, -0.959, -2.012)  -0.341
C (-2.925, -2.398, -2.210)  0.475
C (-4.028, -2.472, -3.221)  -1.185
C (-4.063, -1.597, -4.230)  -0.818
C (-3.144, -0.479, -4.312)  0.521
C (-3.063, 0.324, -5.440)  -0.820
H (-2.170, 2.040, -6.363)  0.341
H (-0.812, 2.608, -4.372)  0.500
H (-0.962, 1.236, -2.343)  0.336
H (-2.074, -3.010, -2.589)  -0.318
H (-4.759, -3.261, -3.107)  0.314
H (-4.826, -1.670, -5.000)  0.326
H (-3.665, 0.078, -6.311)  0.358
C (4.728, -2.256, 4.946)  -1.157
N (3.403, -2.388, 4.361)  -0.215
N (3.333, -2.277, 2.950)  1.113
C (2.294, -1.389, 2.600)  -0.501
O (2.042, -1.066, 1.437)  1.417
C (1.713, -0.972, 3.829)  -1.266
C (2.398, -1.548, 4.858)  0.644
C (2.179, -1.405, 6.324)  -1.758
C (3.700, -3.346, 2.124)  0.075
C (2.806, -3.796, 1.146)  0.393
C (3.141, -4.842, 0.316)  -0.304
C (4.366, -5.482, 0.442)  -0.573
C (5.264, -5.031, 1.398)  -0.932
C (4.947, -3.971, 2.224)  -0.357
H (5.240, -3.218, 4.928)  0.322
H (4.628, -1.940, 5.981)  0.412
H (5.326, -1.513, 4.409)  0.300
H (0.857, -0.329, 3.902)  0.534
H (1.134, -1.163, 6.500)  0.429
H (2.784, -0.599, 6.754)  0.301
H (2.419, -2.333, 6.843)  0.418
H (1.856, -3.305, 1.029)  0.064
H (2.430, -5.165, -0.430)  0.393
H (4.623, -6.310, -0.204)  0.404
H (6.230, -5.510, 1.496)  0.341
H (5.683, -3.622, 2.929)  0.412

Values from the calculation:
Total charge ... -2
Relative energy (zero: lowest compared OMol25 entry of this formula, charge and spin) ... 6.0 kcal per mole
Largest force on an atom ... 0.0505 Eh/bohr
Highest occupied orbital energy ... -0.237 eV
Total energy ... -3254.67773 Eh

[2]
Computed, not measured: C48H55KN10OP2S2 as an isolated structure, with ωB97M-V with the def2-TZVPD basis set.

Each line ends with the Mulliken charge.
Element x y z (Å)
K (0.103, 0.810, 1.067)  1.572
S (-2.821, -0.083, 1.332)  -0.609
P (-1.883, -1.847, 1.036)  1.522
C (-0.352, -1.761, 0.377)  -0.627
P (0.924, -2.756, 0.765)  1.299
S (2.744, -2.130, 0.108)  -0.585
C (1.194, -3.013, 2.581)  -0.157
C (1.528, -1.882, 3.325)  0.592
C (1.759, -1.958, 4.685)  -0.441
C (1.665, -3.183, 5.342)  -0.689
C (1.323, -4.313, 4.619)  -0.708
C (1.087, -4.226, 3.250)  -0.127
C (0.819, -4.513, 0.179)  -0.322
C (-0.314, -4.954, -0.486)  -0.422
C (-0.399, -6.253, -0.978)  -0.501
C (0.660, -7.129, -0.805)  -0.501
C (1.809, -6.695, -0.148)  -0.661
C (1.888, -5.397, 0.328)  -0.249
C (-2.048, -2.859, 2.577)  -0.285
C (-2.105, -4.250, 2.526)  0.183
C (-2.190, -5.007, 3.686)  -0.892
C (-2.187, -4.379, 4.924)  -0.454
C (-2.103, -2.994, 4.988)  -0.583
C (-2.047, -2.242, 3.823)  -0.685
C (-3.096, -2.718, -0.081)  -0.600
C (-4.271, -3.317, 0.360)  -0.385
C (-5.180, -3.855, -0.541)  -0.656
C (-4.935, -3.791, -1.906)  -0.545
C (-3.770, -3.184, -2.360)  -0.574
C (-2.864, -2.659, -1.452)  0.123
H (1.614, -0.928, 2.825)  -0.673
H (2.003, -1.057, 5.236)  0.372
H (1.839, -3.248, 6.410)  0.326
H (1.220, -5.269, 5.120)  0.375
H (0.798, -5.119, 2.709)  0.299
H (-1.133, -4.263, -0.633)  0.292
H (-1.294, -6.570, -1.500)  0.453
H (0.601, -8.142, -1.186)  0.348
H (2.648, -7.369, -0.020)  0.368
H (2.793, -5.042, 0.807)  0.387
H (-2.080, -4.754, 1.566)  0.445
H (-2.239, -6.088, 3.621)  0.367
H (-2.238, -4.965, 5.834)  0.343
H (-2.084, -2.495, 5.950)  0.397
H (-2.014, -1.159, 3.864)  0.386
H (-4.490, -3.351, 1.421)  0.427
H (-6.089, -4.320, -0.174)  0.381
H (-5.645, -4.209, -2.610)  0.352
H (-3.564, -3.124, -3.422)  0.449
H (-1.937, -2.206, -1.787)  -0.038
N (4.888, 2.526, -2.113)  -0.010
C (5.177, 1.198, -2.361)  -0.755
C (4.561, 0.492, -1.372)  -0.524
N (3.907, 1.352, -0.523)  0.316
C (4.112, 2.554, -0.989)  0.032
C (3.526, 3.770, -0.416)  -0.053
N (2.718, 3.790, 0.609)  0.050
C (2.330, 5.096, 0.761)  -0.415
C (2.917, 5.877, -0.190)  -0.807
N (3.692, 5.019, -0.946)  -0.103
H (5.099, 3.290, -2.728)  0.193
H (5.760, 0.894, -3.212)  0.424
H (4.499, -0.573, -1.224)  0.353
H (1.608, 5.376, 1.508)  0.489
H (2.844, 6.925, -0.415)  0.450
H (4.213, 5.273, -1.764)  0.168
C (3.189, 2.057, 4.708)  -1.740
C (2.646, 1.521, 3.400)  0.775
N (3.569, 1.179, 2.481)  0.086
O (1.446, 1.362, 3.236)  -0.622
H (3.682, 3.017, 4.548)  0.447
H (3.917, 1.366, 5.133)  0.391
H (2.360, 2.189, 5.396)  0.342
H (4.525, 1.450, 2.625)  0.195
H (3.313, 0.961, 1.520)  0.081
C (-3.141, 5.533, -3.459)  -0.858
N (-2.700, 5.542, -2.085)  -0.081
C (-1.391, 6.151, -1.984)  -0.729
C (-2.676, 4.170, -1.553)  -0.077
C (-2.322, 4.086, -0.086)  -0.273
C (-3.296, 4.487, 0.830)  -0.540
C (-3.054, 4.428, 2.194)  -0.699
C (-1.813, 3.973, 2.627)  -0.883
C (-0.859, 3.596, 1.688)  -0.508
C (-1.047, 3.612, 0.288)  0.453
H (-3.175, 6.552, -3.855)  0.347
H (-4.141, 5.101, -3.529)  0.289
H (-2.474, 4.938, -4.112)  0.217
H (-1.444, 7.200, -2.290)  0.377
H (-0.646, 5.638, -2.623)  0.155
H (-1.030, 6.084, -0.959)  0.253
H (-1.945, 3.567, -2.114)  -0.423
H (-3.667, 3.743, -1.741)  0.627
H (-4.263, 4.837, 0.474)  0.301
H (-3.822, 4.710, 2.907)  0.296
H (-1.600, 3.905, 3.691)  0.405
H (0.111, 3.273, 2.072)  0.674
C (0.753, -0.811, -2.883)  0.118
N (0.894, 0.539, -2.350)  0.822
C (-0.424, 1.166, -2.288)  -0.748
N (-1.061, 1.238, -3.617)  0.389
C (-1.159, -0.126, -4.134)  -0.429
N (0.145, -0.792, -4.233)  0.164
C (0.990, 0.026, -5.096)  -0.747
N (1.157, 1.403, -4.615)  0.164
C (1.719, 1.320, -3.253)  -0.668
C (-0.181, 1.996, -4.496)  -0.565
H (0.142, -1.388, -2.189)  -0.921
H (1.736, -1.284, -2.937)  0.217
H (-0.312, 2.170, -1.870)  0.137
H (-1.067, 0.597, -1.613)  0.062
H (-1.614, -0.098, -5.131)  0.422
H (-1.803, -0.703, -3.469)  0.007
H (0.548, 0.061, -6.098)  0.370
H (1.978, -0.441, -5.165)  0.340
H (1.816, 2.335, -2.855)  0.110
H (2.706, 0.862, -3.318)  0.026
H (-0.629, 2.048, -5.495)  0.320
H (-0.082, 3.011, -4.100)  0.231

Values from the calculation:
Total charge ... -2
Relative energy (zero: lowest compared OMol25 entry of this formula, charge and spin) ... 16.3 kcal per mole
Largest force on an atom ... 0.0185 Eh/bohr
Highest occupied orbital energy ... -1.124 eV
Total energy ... -4563.96120 Eh